No. 1
Computed, not measured: a molecular structure, C34H54CoN3O5, with ωB97M-V/def2-TZVPD.

Geometry as XYZ:
```
97
Properties=species:S:1:pos:R:3:mulliken_spin:R:1
Co 0.67063 2.64026 -0.59387 2.716
C 0.08551 5.58119 -0.00980 -0.003
N 1.26374 4.73354 0.17686 0.049
C 2.42003 5.39926 -0.41821 0.005
C 1.50280 4.44837 1.59766 0.002
C 2.26741 3.13490 1.80204 0.009
N 1.54459 1.95830 1.29901 0.017
C 2.49391 0.85767 1.08520 0.059
C 2.02953 -0.38590 0.35940 0.079
C 2.55118 -1.60043 0.75892 -0.043
C 2.42251 -2.75434 -0.01752 0.029
C 1.75671 -2.63608 -1.23662 -0.020
C 1.16420 -1.46918 -1.66529 0.176
C 1.25384 -0.29779 -0.83925 0.149
O 0.65325 0.77445 -1.18510 0.393
C 0.43339 -1.38389 -2.99622 0.036
C 0.52937 -2.67800 -3.81571 -0.002
C -1.05076 -1.10507 -2.71507 0.043
C 1.02511 -0.24811 -3.84592 0.030
C 3.05243 -4.06582 0.41949 0.058
C 2.75369 -5.21867 -0.54419 0.006
C 4.57737 -3.90096 0.49517 0.027
C 2.52098 -4.47064 1.80114 0.022
C 0.48270 1.56589 2.23713 -0.020
C -0.69814 0.85918 1.62579 0.044
C -1.05856 -0.39113 2.07367 -0.015
C -2.21862 -1.00682 1.62568 0.007
C -3.04235 -0.27573 0.76722 0.003
C -2.75097 0.99819 0.31602 0.001
C -1.49477 1.56124 0.68248 -0.005
O -1.05956 2.69949 0.22064 0.081
C -3.74656 1.82722 -0.49335 0.002
C -3.97108 3.16114 0.24061 0.002
C -3.19958 2.09747 -1.90268 0.006
C -5.11144 1.13845 -0.62462 0.000
C -2.63840 -2.38602 2.10495 -0.001
C -3.96393 -2.26895 2.87263 0.001
C -2.81866 -3.31303 0.89635 0.002
C -1.59956 -3.02172 3.03688 0.001
H 0.19013 6.54408 0.51117 -0.001
H -0.79781 5.06537 0.35972 0.001
H -0.05020 5.76541 -1.07544 0.001
H 2.59194 6.38099 0.04120 0.002
H 2.25328 5.54181 -1.48456 0.000
H 3.30849 4.78878 -0.29025 -0.001
H 0.53616 4.39886 2.10365 -0.001
H 2.08173 5.25960 2.06512 -0.001
H 2.48934 3.01012 2.87161 0.000
H 3.21094 3.19550 1.25956 -0.002
H 2.91501 0.55702 2.06092 0.011
H 3.31255 1.26339 0.47779 0.015
H 3.10746 -1.63509 1.68718 -0.001
H 1.70486 -3.49460 -1.87794 -0.007
H 0.06208 -3.51500 -3.29995 0.001
H 1.56487 -2.92355 -4.04321 0.001
H 0.00390 -2.53602 -4.75824 0.000
H -1.48541 -1.92087 -2.14118 -0.003
H -1.59764 -1.01073 -3.65107 -0.001
H -1.16152 -0.18579 -2.14827 -0.020
H 2.10761 -0.34088 -3.90790 -0.003
H 0.78191 0.71900 -3.41539 -0.009
H 0.61990 -0.28315 -4.85617 -0.001
H 3.18017 -5.03377 -1.52679 0.000
H 1.68362 -5.38009 -0.64735 0.000
H 3.19710 -6.13446 -0.15721 0.000
H 4.98286 -3.65698 -0.48339 0.000
H 5.03293 -4.82868 0.83567 0.002
H 4.85478 -3.11036 1.18555 -0.002
H 1.43844 -4.57103 1.78055 0.000
H 2.78425 -3.73801 2.55759 -0.001
H 2.95160 -5.42840 2.08800 0.001
H 0.09356 2.47555 2.70542 -0.006
H 0.91185 0.92833 3.02177 0.004
H -0.41790 -0.87499 2.79279 0.003
H -3.96526 -0.72812 0.44807 -0.001
H -3.05123 3.73771 0.26800 -0.003
H -4.30046 2.97747 1.26223 0.000
H -4.73403 3.75115 -0.26599 0.000
H -2.20753 2.54408 -1.85490 0.003
H -3.86069 2.77627 -2.44065 0.000
H -3.13782 1.16701 -2.46229 0.000
H -5.52988 0.91363 0.35484 0.000
H -5.03482 0.21946 -1.20075 0.000
H -5.80511 1.79888 -1.14226 0.000
H -4.76217 -1.92015 2.22409 0.000
H -3.85970 -1.56376 3.69442 0.000
H -4.24913 -3.23709 3.27989 0.000
H -3.56880 -2.92466 0.21411 0.000
H -3.13196 -4.30299 1.22303 0.000
H -1.87894 -3.40437 0.35579 -0.001
H -1.49300 -2.45066 3.95750 0.000
H -0.62815 -3.09344 2.55096 -0.002
H -1.92043 -4.02755 3.30454 0.000
O 2.87783 2.64885 -1.40852 0.037
N 2.43017 2.97240 -2.52228 -0.005
O 3.12243 3.01310 -3.50244 -0.001
O 1.21390 3.28353 -2.56985 0.046
```

Properties
Spin multiplicity: 5
⟨S²⟩: 6.0409
E_HOMO (alpha / beta), eV: -7.194 / -7.277
Strongest force on any atom, eV Å⁻¹: 1.8
Kohn-Sham gap (alpha / beta), eV: 7.62 / 4.82
Net charge: 0
ΔE to the lowest compared entry with this formula, charge and spin, eV: 0.0000
LUMO energy (alpha / beta), eV: 0.4 / -2.5
Electronic energy, Eh: -3251.13891

***

No. 2
Computed, not measured: a molecular structure, C16H33Cl2PPb, with ωB97M-V/def2-TZVPD.

Geometry as XYZ:
```
53
Properties=species:S:1:pos:R:3:lowdin_charge:R:1
Pb -0.37785 -0.16663 -1.09078 0.934
Cl 1.46550 0.48475 -2.79881 -0.130
Cl -2.13098 -0.68318 1.11109 -0.144
C -1.25280 -1.70179 -2.00047 -0.261
H -2.10123 -2.16302 -1.49145 0.032
H -1.14493 -1.84831 -3.07597 0.050
C 0.75523 -2.02130 -0.04838 -0.256
C 0.20850 -2.48162 -1.23748 -0.462
H 0.07564 -1.91245 0.81119 0.038
C 1.21440 -2.85583 -2.37501 -0.200
H -0.35295 -3.40368 -1.01047 0.153
C 2.46940 -3.49713 -1.78721 -0.195
H 0.71383 -3.52990 -3.08088 0.118
H 1.49039 -1.93989 -2.91901 0.026
C 3.15335 -2.54138 -0.80814 -0.189
H 2.18209 -4.41511 -1.26020 0.118
H 3.16483 -3.78465 -2.58470 0.115
C 2.20774 -2.01447 0.30038 -0.177
H 4.00667 -3.04387 -0.33777 0.110
H 3.54089 -1.68029 -1.36877 0.105
H 2.35849 -2.62803 1.20642 0.124
H 2.53035 -0.99722 0.58029 0.121
C -0.22141 4.09896 -1.63933 -0.135
C -0.16902 4.26280 -0.11160 -0.552
C -0.93792 5.49989 0.34635 -0.122
P -0.63106 2.64386 0.68713 1.019
C 0.37162 2.58202 2.25495 -0.554
C 0.49204 3.90565 3.01127 -0.118
C -0.05570 1.42675 3.16794 -0.131
C -2.44882 2.69359 1.15229 -0.577
C -2.84521 3.60086 2.30864 -0.113
C -3.32750 2.90474 -0.08630 -0.121
H -1.24855 3.92965 -1.99165 0.071
H 0.40316 3.25996 -1.97416 0.032
H 0.15241 5.01848 -2.10867 0.079
H 0.88829 4.38942 0.17937 0.103
H -2.00021 5.45819 0.07473 0.064
H -0.84670 5.68797 1.42261 0.059
H -0.50858 6.37360 -0.16545 0.082
H 1.36741 2.33439 1.84198 0.102
H -0.47697 4.26230 3.38248 0.063
H 1.13827 3.74459 3.88453 0.081
H 0.95306 4.69055 2.40163 0.065
H -0.10082 0.47617 2.62214 0.024
H 0.67159 1.33435 3.98570 0.079
H -1.04546 1.59792 3.61112 0.073
H -2.60123 1.63967 1.46838 -0.006
H -2.67619 4.66133 2.08276 0.060
H -3.92372 3.47261 2.48199 0.083
H -2.33715 3.34265 3.24442 0.056
H -3.09950 2.16164 -0.86305 0.063
H -4.37728 2.76276 0.20645 0.084
H -3.22709 3.91303 -0.50946 0.059
```

Properties
Spin multiplicity: 1
E_HOMO (alpha / beta), eV: -7.668 / -7.666
Strongest force on any atom, eV Å⁻¹: 6.6
Kohn-Sham gap (alpha / beta), eV: 6.05 / 6.05
Net charge: 0
ΔE to the lowest compared entry with this formula, charge and spin, eV: 0.0000
LUMO energy (alpha / beta), eV: -1.6 / -1.6
Electronic energy, Eh: -2083.92037

***

No. 3
Computed, not measured: a molecular structure, C37H33Br2CoN2OP2S, with ωB97M-V/def2-TZVPD.

Geometry as XYZ:
```
79
Properties=species:S:1:pos:R:3:lowdin_charge:R:1
Co 0.39855 -0.61952 0.13643 0.436
C 0.31971 -4.62877 -6.64545 -0.404
S 1.84976 -3.68088 -6.72690 0.825
C 1.22824 -2.07448 -6.18214 -0.510
C 1.02792 -2.01088 -4.67136 -0.255
C 0.37146 -0.71163 -4.22669 -0.195
N 0.32325 -0.60012 -2.75524 -0.359
P -0.69562 -1.34449 -1.65024 1.003
C -0.78815 -3.11679 -1.86020 -0.337
C -1.74546 -3.64960 -2.72859 -0.075
C -1.73203 -5.00631 -3.01088 -0.048
C -0.77645 -5.82970 -2.43142 -0.032
C 0.16724 -5.30669 -1.55608 -0.042
C 0.16331 -3.95174 -1.27602 -0.084
C -2.34992 -0.69296 -1.73160 -0.341
C -2.63714 0.44037 -2.48770 -0.080
C -3.92519 0.94884 -2.49489 -0.055
C -4.91335 0.34398 -1.73042 -0.035
C -4.62360 -0.77744 -0.96217 -0.044
C -3.34439 -1.30567 -0.96556 -0.076
P 1.51698 -0.06635 -1.70094 0.998
C 3.08559 -0.88562 -1.93882 -0.344
C 3.41080 -2.03028 -1.21252 -0.093
C 4.57137 -2.72847 -1.49609 -0.045
C 5.40406 -2.28947 -2.51793 -0.029
C 5.09285 -1.14406 -3.23770 -0.036
C 3.93801 -0.43444 -2.95052 -0.073
C 1.78939 1.68438 -1.86970 -0.339
C 0.92604 2.47797 -2.62005 -0.080
C 1.15133 3.84151 -2.70488 -0.053
C 2.21519 4.41225 -2.02001 -0.035
C 3.06757 3.62339 -1.25676 -0.043
C 2.86542 2.25608 -1.18675 -0.072
H 0.55959 -5.64532 -6.95158 0.039
H -0.42127 -4.22574 -7.33451 0.043
H -0.08833 -4.66574 -5.63471 0.010
H 0.30044 -1.85130 -6.71585 0.086
H 1.95917 -1.33123 -6.50582 0.079
H 1.99811 -2.11524 -4.17826 0.100
H 0.42186 -2.86169 -4.34817 0.086
H -0.65065 -0.62356 -4.60306 0.127
H 0.91883 0.15835 -4.60013 0.125
H -2.49572 -3.01398 -3.18069 0.118
H -2.47078 -5.42191 -3.68256 0.123
H -0.77090 -6.88773 -2.65642 0.123
H 0.89912 -5.95534 -1.09528 0.120
H 0.89890 -3.55175 -0.58951 0.079
H -1.86103 0.92666 -3.06348 0.091
H -4.15812 1.81916 -3.09269 0.119
H -5.91703 0.74695 -1.73497 0.121
H -5.39689 -1.24500 -0.36853 0.120
H -3.12822 -2.19137 -0.37995 0.117
H 2.77534 -2.36666 -0.40140 0.081
H 4.83186 -3.60767 -0.92344 0.119
H 6.30726 -2.83858 -2.74703 0.123
H 5.75225 -0.80121 -4.02307 0.123
H 3.70508 0.46355 -3.50872 0.119
H 0.08236 2.03690 -3.13393 0.092
H 0.49539 4.46087 -3.30081 0.119
H 2.38452 5.47857 -2.08448 0.121
H 3.89566 4.07255 -0.72630 0.120
H 3.54640 1.64198 -0.60972 0.117
Br -2.07964 3.64330 -0.20675 0.865
C -1.55728 2.63420 1.28233 -0.578
C -1.89341 3.09854 2.57557 -0.135
C -1.54058 2.41014 3.70055 -0.612
Br -2.01651 3.07650 5.39090 0.865
C -0.81756 1.18832 3.59371 -0.167
C -0.38908 0.37615 4.65732 0.030
C 0.30542 -0.78487 4.40543 -0.006
C 0.57871 -1.14842 3.08897 -0.068
N 0.19143 -0.40605 2.05731 0.021
C -0.49868 0.74963 2.29747 -0.137
C -0.86018 1.46467 1.13372 -0.338
O -0.48093 0.93658 -0.03868 -0.209
H -2.44439 4.02504 2.65951 0.108
H -0.61030 0.67196 5.67460 0.103
H 0.64160 -1.41957 5.21165 0.125
H 1.12194 -2.05830 2.86472 0.126
```

Properties
Spin multiplicity: 1
E_HOMO (alpha / beta), eV: -12.624 / -12.624
Strongest force on any atom, eV Å⁻¹: 0.6
Kohn-Sham gap (alpha / beta), eV: 5.31 / 5.30
Net charge: +2
ΔE to the lowest compared entry with this formula, charge and spin, eV: 0.0000
LUMO energy (alpha / beta), eV: -7.3 / -7.3
Electronic energy, Eh: -9225.70116